C18H31N2OPPbSi | ωB97M-V/def2-TZVPD

```
! RIJCOSX wB97M-V def2-TZVPD def2/J DEFGRID3
* xyz 0 1
Pb -0.31812 0.65974 0.74763
Si -0.68206 -2.07084 -1.53341
P 0.82460 1.62743 -2.19049
N -1.44736 -0.77814 -0.66777
H 4.52488 1.14112 -0.39910
C 1.12588 3.43548 -2.37710
H 1.44031 3.66778 -3.40613
H 1.91320 3.75880 -1.68072
H 0.21239 4.00019 -2.14077
C 2.18970 1.01439 -3.27638
H 2.32865 1.72643 -4.10426
H 1.97950 0.01889 -3.69223
H 3.12319 0.96258 -2.69488
C -0.59128 1.43513 -3.35876
H -0.40184 2.02378 -4.26860
H -1.50986 1.79894 -2.87517
H -0.74317 0.38093 -3.62797
C 1.19652 -2.00470 -1.47268
H 1.58886 -2.02497 -0.44979
H 1.62264 -1.12436 -1.96273
H 1.59844 -2.88508 -1.99851
H -1.08811 -3.37482 -0.93794
H -1.02158 -2.05075 -2.98572
C -2.78724 -0.44300 -0.75435
C -4.66237 1.00102 -0.13860
C -3.29790 0.73406 -0.12495
C -3.68800 -1.28229 -1.44843
C -5.05571 -0.99944 -1.45893
C -5.54927 0.14628 -0.80831
H -5.03470 1.89211 0.37734
H -2.65209 1.46313 0.38814
H -3.30064 -2.17311 -1.95746
H -5.72898 -1.67957 -1.97465
H -6.61430 0.37348 -0.82098
C 3.13492 0.16186 1.19333
O 2.08289 -0.46699 0.95987
C 3.28166 0.90697 2.47646
H 4.30537 1.27160 2.61866
H 3.01065 0.23839 3.31787
H 2.59968 1.77972 2.49919
C 4.28225 0.16301 0.21492
H 4.77161 1.21980 0.54788
H 3.83980 -0.27183 -0.71465
H 5.13617 -0.49212 0.46602
C -0.59475 -1.90461 5.28882
C -1.13941 -0.62992 5.11644
C -1.07320 -0.01654 3.87317
N -0.52758 -0.65196 2.80265
C 0.05421 -1.86458 2.96950
C 0.02039 -2.52110 4.19483
H -0.64053 -2.40387 6.25258
H -1.61739 -0.09337 5.93292
H -1.45453 0.99470 3.70280
H 0.55328 -2.28912 2.09411
H 0.48037 -3.50066 4.26730
*
```

Summary:
energy above the lowest of the compared OMol25 structures with the same formula, charge and spin: 7.5 kcal per mole
maximum force: 0.0990 Eh/bohr

---

C18H31N2OPSSiTi | ωB97M-V/def2-TZVPD

```
! RIJCOSX wB97M-V def2-TZVPD def2/J DEFGRID3
* xyz 0 1
Ti 0.41339 -0.10321 -0.06676
Si 2.93090 0.08245 -0.81393
P -0.29324 0.37561 -2.49777
N -0.20567 -1.77307 -0.20755
H -0.10425 2.62070 1.87365
C -2.06033 0.67248 -2.85607
H -2.19801 0.83626 -3.93700
H -2.41546 1.55246 -2.30099
H -2.65214 -0.19826 -2.54073
C 0.47207 1.85201 -3.23528
H 0.09902 1.96805 -4.26069
H 1.56255 1.74814 -3.24648
H 0.20751 2.74433 -2.65231
C 0.08549 -0.99136 -3.63175
H -0.10629 -0.67475 -4.66372
H -0.55162 -1.84861 -3.38377
H 1.12865 -1.29973 -3.51638
C 3.34525 1.89176 -0.49366
H 3.00134 2.16788 0.50851
H 2.85927 2.50409 -1.26352
H 4.43304 2.02284 -0.55881
H 4.12898 -0.65903 -0.31896
H 2.94798 -0.14507 -2.30262
C -0.09465 -3.08513 -0.46979
C -1.04125 -5.34493 -0.48122
C -1.18485 -3.98357 -0.25148
C 1.13185 -3.63993 -0.97203
C 1.26090 -5.00460 -1.20452
C 0.17634 -5.86560 -0.95730
H -1.87949 -6.02135 -0.28735
H -2.11856 -3.54444 0.11133
H 1.96756 -2.95387 -1.14626
H 2.21129 -5.40153 -1.57310
H 0.27742 -6.94029 -1.12760
C -0.70790 2.66540 0.95604
O -0.61427 1.36934 0.34699
C -2.14077 2.96952 1.36194
H -2.31007 4.04771 1.33098
H -2.32508 2.64180 2.38924
H -2.86712 2.47837 0.71100
C -0.11862 3.77502 0.10415
H -0.82690 4.10337 -0.66225
H 0.81362 3.47889 -0.38111
H 0.08821 4.65044 0.73514
S 1.69473 -0.40671 2.05567
C 0.41045 0.07145 3.11485
N -0.77103 -0.64596 3.15082
C -1.75281 -0.40415 4.07371
C -1.61025 0.64057 4.96232
C -0.46185 1.43993 4.88583
C 0.54240 1.15989 3.97738
H -0.88776 -1.39248 2.45807
H -2.60346 -1.07557 4.04432
H -2.38621 0.83035 5.69445
H -0.34993 2.28869 5.54855
H 1.44962 1.75343 3.86781
*
```

Summary:
energy above the lowest of the compared OMol25 structures with the same formula, charge and spin: 0.0 kcal per mole
maximum force: 0.0479 Eh/bohr

---

C18H31N3O5 | ωB97M-V/def2-TZVPD

```
! RIJCOSX wB97M-V def2-TZVPD def2/J DEFGRID3
* xyz 0 1
C -0.03173 -1.87416 -1.82095
C -1.36978 -1.10736 -1.76874
C -2.54780 -2.01571 -2.11535
C -3.91619 -1.42788 -1.94766
C -4.31469 -0.19007 -2.23689
O -3.43798 0.76373 -2.79572
C -3.00298 1.63551 -1.92846
N -2.57592 2.36221 -1.15137
C -5.69404 0.31426 -2.03357
O -5.93846 1.49946 -2.06206
C -6.73291 -0.70578 -1.79815
C -6.38430 -1.95428 -1.49436
C -4.96092 -2.33489 -1.35961
O -4.64600 -3.34264 -0.76617
H 0.45197 -1.72426 -2.78170
H 0.62134 -1.56497 -1.01598
H -0.22603 -2.94342 -1.73606
H -1.50177 -0.66620 -0.78459
H -1.32057 -0.31178 -2.50563
H -2.43958 -2.39782 -3.13194
H -2.51907 -2.88427 -1.45962
H -7.76233 -0.38719 -1.86672
H -7.11611 -2.72051 -1.28630
C 5.73688 -0.50839 0.87211
C 5.17372 -0.24339 -0.52070
C 3.64346 -0.15735 -0.56977
O 2.96620 -1.39661 -0.47894
C 2.82302 -1.91795 0.82760
N 5.71432 -1.24013 -1.44999
H 5.63853 -1.55619 1.15535
H 6.79918 -0.26809 0.89793
H 5.23257 0.09974 1.62601
H 5.54272 0.73549 -0.84094
H 3.35835 0.25231 -1.54240
H 3.26471 0.53159 0.19723
H 2.70691 -1.11701 1.56447
H 3.66877 -2.55020 1.10841
H 1.92415 -2.53615 0.83683
H 5.45200 -0.99553 -2.40008
H 5.24332 -2.12265 -1.27061
C -1.03167 2.62181 3.56654
C -0.88012 2.67957 2.04932
C 0.03398 1.59378 1.46963
O 1.42214 1.80404 1.67066
C 1.91842 1.42199 2.93819
N -0.46505 4.02946 1.66093
H -0.16352 3.03941 4.07664
H -1.89682 3.20650 3.87683
H -1.17299 1.59610 3.91364
H -1.86791 2.50598 1.61340
H -0.10141 1.58445 0.38525
H -0.25009 0.59979 1.84306
H 1.39401 0.54225 3.32433
H 1.84468 2.23380 3.66542
H 2.97437 1.17532 2.81636
H -0.49588 4.11500 0.64927
H 0.51578 4.13953 1.90312
*
```

Summary:
SMILES: CCCC1=C(OC#N)C(=O)C=CC1=O.COC[C@@H](C)N.COC[C@@H](C)N
energy above the lowest of the compared OMol25 structures with the same formula, charge and spin: 86.3 kcal per mole
maximum force: 0.0157 Eh/bohr

---

C18H31N5O3S | ωB97M-V/def2-TZVPD

```
! RIJCOSX wB97M-V def2-TZVPD def2/J DEFGRID3
* xyz 0 1
C 1.93810 -2.48107 1.17774
C 1.11972 -2.76853 2.42761
N -0.21100 -2.16761 2.42901
C -0.86029 -2.39893 3.71148
C -2.27940 -1.84988 3.72790
C -2.29890 -0.36469 3.36814
C -1.58826 -0.19479 2.04697
O -1.56344 1.21085 1.73096
N -1.20604 1.39068 0.41026
C 0.07295 1.75213 0.09219
O 0.99344 1.70915 0.88315
C 0.25120 2.09887 -1.37621
C 1.20014 1.06339 -1.99217
N 0.60709 -0.26565 -2.08780
C -0.36840 -0.52588 -2.98659
O -0.88515 0.34303 -3.66696
C -0.72221 -1.98972 -3.23537
C -0.54888 -2.96797 -2.11792
C 0.31294 -4.02922 -2.07722
N 0.20497 -4.80990 -0.96661
N -0.67355 -4.40013 -0.13541
S -1.43751 -3.01578 -0.67823
C 0.71799 3.56681 -1.57427
C 2.18224 3.76819 -1.17658
C -0.16584 4.48244 -0.72271
C 0.53017 3.94794 -3.04575
C -0.17731 -0.75109 2.11470
H 2.81823 -3.12437 1.16596
H 1.36140 -2.69579 0.27559
H 2.28250 -1.44658 1.14135
H 0.98361 -3.84761 2.52863
H 1.69295 -2.42901 3.30853
H -0.86926 -3.47435 3.90073
H -0.27911 -1.92869 4.52733
H -2.88406 -2.40984 3.00880
H -2.72060 -2.00674 4.71340
H -3.31945 0.01635 3.30527
H -1.77120 0.21700 4.13011
H -2.14402 -0.71193 1.25634
H -1.97351 1.69751 -0.16841
H -0.70806 1.99735 -1.88924
H 1.48585 1.38358 -2.99405
H 2.09567 0.98246 -1.37860
H 1.00104 -1.02484 -1.55618
H -1.75373 -1.98461 -3.58647
H -0.10836 -2.30965 -4.08025
H 1.02499 -4.29797 -2.84318
H 2.85502 3.19891 -1.82157
H 2.44610 4.82259 -1.28238
H 2.35785 3.46700 -0.14482
H -1.22319 4.35003 -0.96899
H -0.03256 4.29300 0.34410
H 0.08834 5.52737 -0.90929
H -0.50922 3.82214 -3.35564
H 0.80686 4.99373 -3.19413
H 1.15077 3.34700 -3.71132
H 0.39940 -0.16308 2.84966
H 0.30098 -0.61359 1.14840
*
```

Summary:
SMILES: CCN1CCC[C@@H](ONC(=O)[C@H](CNC(=O)Cc2cnns2)C(C)(C)C)C1
energy above the lowest of the compared OMol25 structures with the same formula, charge and spin: 3.6 kcal per mole
maximum force: 0.0061 Eh/bohr

---

C18H31NO18P2 | ωB97M-V/def2-TZVPD

```
! RIJCOSX wB97M-V def2-TZVPD def2/J DEFGRID3
* xyz 0 1
C -1.53641 -1.59460 -0.16171
N -1.26870 -1.09136 -1.56331
C 0.15438 -1.33282 -2.01554
P 1.50566 -0.65318 -0.85049
C 1.01333 0.99195 -0.01430
P -0.04835 2.15882 -1.11537
O 0.43626 3.66221 -0.79061
O 0.10364 1.78235 -2.82649
O -1.72248 2.09554 -0.56736
H -0.70074 -2.27901 0.28852
H -2.56480 -2.15811 -0.03838
H -1.59803 -0.63669 0.54574
H -1.97087 -1.47011 -2.25601
H 0.23734 -0.87999 -3.11122
H 0.32556 -2.49461 -2.12497
H 2.63675 -0.32226 -1.72526
H 0.51515 0.87826 1.05004
H 2.03208 1.58208 0.18147
H -0.73998 2.14727 -3.25085
H -2.19993 1.30174 -0.94991
C 0.85384 -0.36901 -6.73027
C 1.54928 -1.64166 -7.09043
O 2.46148 -1.82689 -6.02474
C 1.96448 -1.14223 -4.95334
O 2.40690 -1.22209 -3.81951
O 0.90779 -0.35782 -5.31609
H -0.18234 -0.34763 -7.07885
H 1.37589 0.51510 -7.11091
H 0.86580 -2.49668 -7.12367
H 2.07737 -1.57145 -8.04534
C 2.75874 3.49271 4.17858
C 1.60594 2.54294 4.13414
O 1.80413 1.84727 2.91804
C 3.13424 1.93422 2.62327
O 3.68531 1.30592 1.73488
O 3.76689 2.81477 3.45265
H 3.08907 3.69914 5.20030
H 2.53900 4.44096 3.67695
H 1.62445 1.82399 4.96001
H 0.64171 3.05862 4.13338
C -5.27987 -3.53302 -4.18666
C -5.14778 -2.07866 -3.86986
O -3.99348 -1.69202 -4.59111
C -3.84672 -2.58474 -5.61345
O -3.05446 -2.45599 -6.53183
O -4.70250 -3.63915 -5.47442
H -6.32220 -3.86315 -4.20076
H -4.71550 -4.16511 -3.49308
H -6.00130 -1.49349 -4.22818
H -5.01586 -1.89617 -2.79984
C -1.30001 -4.95208 1.85621
C -1.91488 -6.25595 1.46269
O -3.24043 -5.90000 1.11871
C -3.22117 -4.57762 0.78019
O -4.15654 -3.98345 0.27056
O -2.01889 -4.00765 1.08535
H -0.23212 -4.90869 1.62520
H -1.44421 -4.72510 2.91771
H -1.42931 -6.69988 0.58722
H -1.90792 -6.98270 2.27966
C 4.39933 6.34326 8.30131
C 3.36985 7.13165 7.55861
O 2.57361 6.13381 6.94833
C 2.72591 4.99682 7.68841
O 2.05407 3.98855 7.54808
O 3.72691 5.13582 8.60610
H 4.72858 6.84499 9.21537
H 5.27535 6.11425 7.68549
H 2.73901 7.72871 8.22559
H 3.81270 7.78906 6.80538
*
```

Summary:
SMILES: CNCPCP(=O)(O)O.O=C1OCCO1.O=C1OCCO1.O=C1OCCO1.O=C1OCCO1.O=C1OCCO1
energy: -2796.2569 hartree
maximum force: 0.1178 Eh/bohr

---

C18H31O14S | ωB97M-V/def2-TZVPD

```
! RIJCOSX wB97M-V def2-TZVPD def2/J DEFGRID3
* xyz -1 1
O 0.10256 0.31723 -0.28762
H -0.11747 -0.57973 -0.60632
C 6.89854 1.72973 0.03372
C 5.84330 2.58746 0.77067
C 5.70255 2.15950 2.22043
O 5.65010 3.46196 2.83682
C 6.05881 4.47701 1.97234
O 6.10957 5.66006 2.31521
O 6.31798 3.95519 0.71717
H 7.04732 2.10741 -0.97787
H 6.44936 0.78816 -0.28217
H 7.82564 1.54768 0.57727
H 4.87758 2.48700 0.27529
H 6.59322 1.60309 2.51236
H 4.73287 1.68905 2.38326
C -2.76984 5.74473 1.19998
C -1.29065 6.14861 1.37649
C -0.38984 6.35907 0.14698
O 0.30227 7.54040 0.36964
C -0.31772 8.20392 1.36217
O -0.03831 9.31490 1.75455
O -1.22947 7.44990 1.89109
H -3.15754 6.28125 0.33400
H -3.42082 5.96022 2.04727
H -2.74593 4.68229 0.95760
H -0.82752 5.46924 2.09208
H -0.89370 6.40173 -0.81863
H 0.32705 5.53940 0.09886
C 0.04587 -5.14795 3.47077
C -0.70381 -4.31735 4.42515
C -1.70109 -3.43160 3.72131
O -2.83162 -3.51452 4.50673
C -2.72437 -4.54343 5.33876
O -3.53914 -4.91813 6.16965
O -1.55289 -5.16636 5.14177
H -0.56862 -5.42884 2.61543
H 0.48367 -6.04322 3.91229
H 0.81764 -4.45663 3.13231
H -0.09115 -3.63768 5.01743
H -1.73452 -3.81495 2.70149
H -1.27887 -2.42676 3.70995
C -5.68436 -0.63841 -2.09633
C -5.61953 0.21896 -3.34322
C -4.23057 0.37312 -4.01672
O -4.60394 0.13172 -5.30728
C -5.78296 -0.39802 -5.51563
O -6.24480 -0.74149 -6.57177
O -6.41894 -0.40400 -4.31598
H -6.65883 -1.04245 -1.82200
H -5.24742 -0.04177 -1.29557
H -4.96297 -1.44647 -2.21770
H -6.06513 1.19902 -3.17287
H -3.44610 -0.30552 -3.68184
H -3.92936 1.42017 -3.98412
C 1.53238 -4.67443 -3.27682
S 2.60166 -5.88432 -4.24161
O 1.58363 -6.38143 -5.24300
C 2.71585 -7.31706 -3.12910
H 1.29709 -3.83220 -3.92750
H 2.03715 -4.29288 -2.38927
H 0.57156 -5.13071 -3.03864
H 3.61059 -7.92151 -3.27803
H 1.88658 -8.02000 -3.20835
H 2.79725 -7.10953 -2.06214
*
```

Summary:
energy above the lowest of the compared OMol25 structures with the same formula, charge and spin: 82.9 kcal per mole
maximum force: 0.0828 Eh/bohr

---

C18H32BNO36S7 | ωB97M-V/def2-TZVPD

```
! RIJCOSX wB97M-V def2-TZVPD def2/J DEFGRID3
* xyz 0 1
N 0.42062 0.23817 0.35770
H -0.43973 0.54013 -0.11374
H 0.04858 -0.54777 0.90452
H 0.82909 0.89158 1.01895
H 1.10052 -0.05806 -0.34436
O 2.35562 2.15062 -7.20811
C 1.29862 2.10002 -6.66103
O 0.78986 1.14470 -5.89012
B -0.43143 1.63925 -5.25757
O -0.77900 2.83259 -6.01313
C 0.20882 3.22194 -6.79824
O 0.25110 4.14697 -7.54502
O -1.57341 0.67672 -5.26508
C -1.76220 0.17050 -4.08071
O -2.44571 -0.77710 -3.79427
C -1.04006 1.11397 -3.10452
O -0.22669 1.85807 -3.79583
O -1.00919 0.93812 -1.91040
C 4.95046 2.09060 -3.51949
C 5.67829 1.44860 -2.36090
O 4.84263 0.36198 -1.90988
S 3.44888 0.29969 -2.75591
O 2.27544 0.21016 -1.94776
O 3.63118 -0.57213 -3.86549
O 3.58611 1.84435 -3.21882
H 5.27851 1.64817 -4.46020
H 5.13048 3.16150 -3.50357
H 5.64984 2.07329 -1.46334
H 6.70684 1.13906 -2.52950
C 3.23929 2.15399 2.17497
C 3.16349 3.60797 2.56192
O 2.78224 4.38973 1.41267
S 2.62207 3.46717 0.11374
O 3.39768 3.92851 -0.98609
O 1.23568 3.11943 -0.01107
O 3.35037 2.11691 0.76556
H 2.29749 1.67281 2.43553
H 4.05345 1.55271 2.57250
H 4.13742 4.02404 2.83086
H 2.49510 3.84869 3.38438
C -0.67692 3.36342 5.83575
C -1.93767 2.60156 5.47171
O -1.79212 2.21476 4.10537
S -0.22456 2.30178 3.58185
O -0.09590 3.42446 2.71756
O 0.32613 1.02746 3.25378
O 0.29190 2.68148 5.07201
H -0.43780 3.27032 6.89272
H -0.72412 4.43220 5.61831
H -2.84755 3.20099 5.49054
H -2.10330 1.71785 6.08735
C -5.04332 0.60619 -0.19267
C -4.14338 1.07594 -1.32146
O -3.52070 2.24141 -0.78065
S -3.20042 2.03673 0.78149
O -3.55558 3.22302 1.48624
O -1.94428 1.40390 1.04764
O -4.34407 0.87135 1.02289
H -5.20114 -0.46612 -0.29261
H -5.97532 1.17235 -0.20852
H -4.73666 1.24273 -2.21511
H -3.30210 0.39513 -1.47943
C -4.19837 -2.10047 3.08616
C -3.86798 -3.28520 3.97908
O -2.60879 -2.95500 4.60327
S -2.08275 -1.48320 4.14846
O -1.18329 -1.64562 3.03421
O -1.72084 -0.73351 5.30391
O -3.56559 -1.00014 3.68499
H -5.27637 -1.97579 2.98235
H -3.86663 -2.21997 2.04727
H -3.89032 -4.24891 3.48298
H -4.51560 -3.20102 4.85497
C -2.85157 -4.38617 -1.97293
C -3.26615 -4.94970 -0.62222
O -2.34104 -4.35308 0.31402
S -1.02307 -3.74645 -0.46582
O 0.14377 -4.39642 0.00306
O -1.11699 -2.33021 -0.43538
O -1.44098 -4.32602 -1.92396
H -3.38966 -3.45793 -2.17920
H -3.16025 -5.01750 -2.80638
H -3.28216 -6.02392 -0.45307
H -4.20090 -4.47259 -0.31879
C 3.35728 -4.12124 -1.33732
C 3.60378 -4.90248 -0.05077
O 3.52503 -4.00434 1.04838
S 3.11338 -2.48940 0.60225
O 4.23933 -1.58281 0.56588
O 1.98592 -2.03282 1.35237
O 2.69737 -2.92575 -0.89411
H 2.58761 -4.59829 -1.93812
H 4.21105 -3.80047 -1.93360
H 4.36193 -5.67538 0.01917
H 2.66348 -5.46480 0.02501
*
```

Summary:
energy above the lowest of the compared OMol25 structures with the same formula, charge and spin: 2.6 kcal per mole
maximum force: 0.0623 Eh/bohr